Entry 1
An isolated molecule of C2H6N4O2, computed with ωB97M-V with the def2-TZVPD basis set.

```
14
Properties=species:S:1:pos:R:3:mulliken_charge:R:1
H -2.38928 1.89679 0.04075 0.3203
H -0.75443 -1.36043 1.49247 0.2346
C -2.05862 0.75972 0.00442 0.1222
H -1.66769 -1.25233 -0.03674 0.4580
O -2.78036 -0.28777 -0.57304 -0.5693
N 1.73453 0.38662 0.00638 0.0107
N -0.52320 -1.14238 0.45809 -0.8044
H 2.42345 0.98735 0.06328 0.2135
C 0.52401 0.98315 0.04097 0.5773
O 0.38504 2.20825 -0.04899 -0.6590
H 1.67652 -1.00839 -1.35630 0.2586
H 1.94679 -1.59406 0.18540 0.2855
N 2.15302 -0.83822 -0.45772 -0.6929
N -0.66977 0.26170 0.18102 0.2450
```

* total charge: 0
* highest occupied orbital energy: -9.766 eV

=====

Entry 2
An isolated molecule of C2H6N4O2, computed with ωB97M-V with the def2-TZVPD basis set.

```
14
Properties=species:S:1:pos:R:3:mulliken_charge:R:1
H 2.22216 -0.26679 1.34154 0.2631
N 0.47717 0.96835 0.08430 0.0828
N -0.53765 1.73858 -0.34432 -0.8262
H -1.20040 1.74365 0.49056 0.3218
H -0.93603 1.35135 -1.14195 0.2908
N 1.17262 -1.25277 -0.04664 -0.4962
H 3.24336 -1.07227 0.07257 0.2724
C -2.16701 -0.90285 -0.14809 0.2398
N 2.31313 -0.42648 0.30460 -0.5738
H -2.92767 -1.51388 -0.87121 0.2883
C 0.34843 -0.33211 -0.19256 0.5632
H 1.44679 1.16693 0.16592 0.3993
O -0.90255 -0.91283 -0.63415 -0.2954
O -2.55235 -0.28887 0.91941 -0.5299
```

* total charge: 0
* highest occupied orbital energy: -9.202 eV

=====

Most stable to least stable: entry 2, entry 1

=====

Entry 1
A cluster of 14 separate species, C14H56N28O14 in total, computed with ωB97M-V with the def2-TZVPD basis set.

```
112
Properties=species:S:1:pos:R:3:mulliken_charge:R:1
N -5.36902 -2.69253 1.57221 -0.4670
C -0.76905 -2.47387 4.05949 0.5824
H 1.03880 3.11782 0.59423 -0.4091
H 4.15407 -0.24107 -4.74102 0.2300
N -0.78759 -3.16947 -2.78976 -0.2007
C -4.25577 -3.40089 1.58451 0.5670
C 0.61357 5.07046 0.98359 0.2449
C 1.37873 3.24317 -3.88119 0.4384
N -1.17221 3.75918 3.55704 -0.2831
H -1.16743 0.39761 2.43909 0.0027
H 4.21712 0.49032 0.82130 0.2252
H -2.19712 3.77271 3.53227 0.2073
N 4.35958 -3.12318 0.42666 -0.3452
N -0.53595 -4.78979 1.16618 -0.0290
H -2.83443 1.41509 -1.05069 0.1215
O 2.15217 -2.93551 0.54686 -0.2883
N 3.41069 -0.88874 -1.63279 -0.0388
N 0.14175 0.23430 -4.69797 -0.3641
C 3.20637 -3.23919 1.07302 0.3568
C 3.91663 -0.12084 -2.63327 0.3587
H -6.01957 -2.93685 2.29819 0.2601
H -2.47605 -3.40090 0.66137 0.0842
H 3.01313 -1.33947 -4.06750 0.2060
C -2.79027 3.46347 -1.25494 0.5463
H 1.22590 3.91562 3.92664 0.2597
H -1.49193 0.06694 0.85425 -0.1898
H 0.21029 -4.19540 0.98719 0.0516
H 3.24757 4.38105 1.33402 0.2080
O -0.95803 1.65453 4.39047 -0.6620
N 1.04730 3.94028 -2.69274 -0.3157
N 2.63075 2.60552 -4.09404 -0.2145
H 1.42916 2.19011 4.20468 0.2362
N 1.42610 0.00358 0.56585 0.1651
O -3.93738 0.04046 0.76802 -0.9076
H 2.82631 -1.66646 -1.93038 0.1117
N -2.11068 -2.64488 4.20278 -0.4415
H 2.80871 2.55805 -5.07530 0.2440
H 2.01682 0.72003 0.99932 -0.2747
N -0.20560 6.04043 0.47913 -0.4080
H 0.08547 6.97777 0.44128 0.2659
N 1.15859 -4.04436 -2.10254 -0.2626
H -3.04963 1.03791 3.77621 0.2057
H 0.69634 -4.94830 -1.91482 0.2443
O 1.21998 -2.02793 -3.04355 -0.4699
C 0.55060 -3.02482 -2.66074 0.2052
O 2.96744 1.89149 2.24172 -0.6751
N -3.38281 -3.00369 0.59491 -0.0927
N 3.17307 -3.66133 2.38067 -0.4255
H 3.97895 -4.05884 2.82271 0.2041
H 0.64484 -0.46610 -4.16237 0.2564
H -4.91832 2.94991 -1.34923 0.1882
N -1.83466 1.39725 -4.89683 -0.3788
O 0.59243 3.27051 -4.83639 -0.7426
H -2.75348 -6.06117 1.67102 0.2176
H -5.24679 -1.72029 1.23065 0.2069
H -1.31470 -2.45285 -3.21445 0.2581
H -0.61993 5.67957 -0.41074 0.2114
N -0.40073 -0.58880 -0.82775 0.3087
H 5.06925 -3.80940 0.48571 0.2158
C 0.54613 0.37502 -0.48256 1.1719
N -2.28460 2.21812 -1.15447 0.1676
H -4.64222 0.62539 3.06750 0.2363
H 1.23552 -0.90674 1.02390 -0.3594
N 0.88347 3.02950 4.36090 -0.4942
H 0.05184 4.01668 -2.49526 0.2652
N -1.88476 0.49375 1.69474 0.6330
N 3.75058 3.60705 0.90109 -0.3130
H 4.48058 1.67567 -0.46723 0.2108
H 4.29012 3.81398 0.06946 0.1669
H -2.75887 1.56969 -4.53403 0.2149
O 0.75066 1.43911 -1.15210 0.2093
O -0.81584 -5.89241 -0.81795 -0.7390
O -2.05021 4.45857 -1.32354 -0.7510
H 3.07272 -0.45531 -0.77759 -0.0205
H 2.12997 -4.00077 -1.88364 0.1142
C -3.20044 0.36612 1.78482 0.2344
N 0.51773 3.91551 0.28372 0.8390
H -3.70639 -2.28454 -0.02731 0.2179
N 4.29235 1.43867 0.47424 -0.3300
H -2.51551 -3.49481 3.76663 0.2622
C -0.43756 2.74181 4.13952 0.5243
O -1.72266 -0.51578 -3.70757 -0.7274
H 0.66636 -1.23413 4.34210 0.1814
N -4.22737 3.65861 -1.28622 -0.5276
H -0.71406 4.68597 3.39624 0.1534
H -0.80811 -0.40720 4.62237 0.1980
O 1.38374 5.27695 1.91393 -0.7574
C -1.19507 0.32403 -4.41203 0.4550
H -0.76815 -4.85457 2.15864 0.1081
N -0.31859 -1.21344 4.27613 -0.1749
N -2.24752 -6.32891 0.81806 -0.3791
H -0.85407 -0.33578 -1.69427 -0.2003
H -2.68104 -6.87601 0.06519 0.2320
H 0.61778 1.10296 -4.76049 0.2971
C -1.17050 -5.68083 0.33221 0.4223
H 1.53697 3.64155 -1.85413 0.2044
O 4.51130 0.93832 -2.44085 -0.7484
H -0.38239 3.78501 -0.19238 -0.1724
H -4.39736 4.50708 -1.84562 0.2679
H -1.36290 2.15391 -5.36849 0.2424
H -2.62592 -1.80590 4.04920 0.2214
H -1.24944 -3.89183 -2.30645 0.1374
C 3.66524 2.33527 1.30920 0.4049
H 3.32386 2.51670 -3.41041 0.1617
H 2.30622 -4.07850 2.71186 0.2043
H -1.29367 2.07390 -1.02677 -0.3381
H -0.20362 -1.56734 -0.69681 -0.3956
N 3.77199 -0.67254 -3.92207 -0.3195
O -0.00790 -3.40902 3.74962 -0.7078
H 4.29446 -2.56197 -0.41757 0.2393
N -3.63869 0.77273 2.99987 -0.1919
O -3.92348 -4.24753 2.43444 -0.7612
```

* total charge: 0
* highest occupied orbital energy: -9.444 eV

=====

Entry 2
A cluster of 14 separate species, C14H56N28O14 in total, computed with ωB97M-V with the def2-TZVPD basis set.

```
112
Properties=species:S:1:pos:R:3:mulliken_charge:R:1
N 3.79400 1.23388 1.40982 0.2015
C -2.70804 2.70180 0.45835 0.3544
H 2.23034 4.85173 3.01172 0.1739
N -3.98094 -1.59805 -3.44011 -0.4906
N 4.06703 -2.50088 2.18830 -0.3233
H -4.04964 4.62414 -3.12189 0.2055
H 2.10005 0.45749 2.71152 0.2183
H 1.99196 -2.66596 -0.46913 0.0507
C 3.15909 -1.40125 -1.46410 0.5320
N 0.30383 -7.22775 -0.76845 -0.4622
H 3.96020 -2.84913 4.48801 0.1769
H 0.93533 0.11268 -6.41190 0.1800
N -0.01376 0.90478 -0.73237 1.1488
H -0.61595 2.94264 2.43175 -0.3110
H -1.38961 0.57360 -6.13942 0.1837
O -0.49083 -5.11622 -1.04976 -0.6441
H -0.24928 0.58621 -1.66122 -0.0785
C -1.66818 -3.36286 4.33801 0.4190
O -1.61505 3.24132 0.27023 -0.7430
H 2.40341 -3.60917 4.67181 0.1707
H -0.08090 5.04053 -2.25182 0.2433
C 0.10174 0.77145 -4.68608 0.4451
H 4.85765 -2.16634 2.70601 0.2253
C -3.90172 -5.18612 0.62884 0.6021
C 2.33710 4.23612 -3.58800 0.6264
H -3.63932 -2.42866 -2.97987 0.2483
N 0.68209 5.11663 1.13361 -0.3485
H 3.61176 2.74283 -3.22910 0.1801
C 4.09485 0.75787 2.63993 0.2472
H -4.11557 1.30908 -0.17430 0.1766
N 2.91962 0.45648 3.29886 -0.0828
O -1.75476 5.86408 -3.84488 -0.6852
C 2.95919 -3.00614 2.78280 0.5442
O 1.94725 -3.43049 2.19213 -0.4251
O -2.58220 -0.53631 -1.98668 -0.5025
H -1.05191 3.57323 6.29187 0.2353
H 2.53558 -0.88617 -3.23663 0.1993
C -1.97636 5.10384 -2.91493 0.5135
H -3.45738 4.12626 1.66359 0.2657
O -1.96109 4.03573 3.99521 -0.6303
H 0.84204 -4.69350 1.11186 0.2706
N 3.43001 -0.98573 -2.76505 -0.5881
C 1.75591 4.28927 1.15222 0.4485
N -2.89552 -4.30118 0.45925 -0.0779
O 2.00514 3.47656 0.26200 -0.3393
H -1.10156 -1.18714 -0.58903 0.1399
N -0.99465 4.62474 -2.08693 0.0544
N -3.18826 1.67195 -0.29262 -0.0469
N -0.60405 -2.86404 3.62534 -0.1212
N 2.65342 4.54925 2.15239 -0.4104
H 0.92101 -7.78211 -0.20787 0.1368
H 2.88766 3.24581 -5.28077 0.1307
H 2.04851 0.83601 -5.30134 0.2278
N -1.29337 -4.39482 5.15789 -0.3379
H -0.13562 -1.87203 0.69721 -0.2151
H -3.30050 4.25316 -1.64461 0.1186
O 0.88984 0.22541 1.29285 -0.2309
H -2.67126 -6.73814 0.14762 0.1354
H -3.25487 1.51595 -3.14134 0.2091
N -1.13624 0.52632 -5.17079 -0.4192
H 0.17562 1.87178 -0.50084 -0.5324
H 4.57424 1.60109 0.89572 0.1759
H -2.05602 -4.87037 5.60903 0.2104
C 0.13620 -5.92135 -0.36430 0.7085
H -4.69397 -1.51366 -4.13563 0.1514
H 0.05514 2.29200 5.70172 0.1658
H -4.60553 0.73455 -4.01836 0.1440
H -1.97686 -4.69549 0.30248 -0.0004
O -2.81487 -2.98476 4.17248 -0.6186
H 0.38284 5.52864 2.00130 0.2848
H 2.97901 0.85161 0.95745 -0.2706
H 1.49157 -2.18899 -2.08052 0.2367
H 0.28413 -3.32651 3.65462 0.0930
O -5.00399 -4.84063 1.08017 -0.6966
C -1.03136 3.28326 4.29393 0.5723
H -0.80951 -2.24021 2.86751 0.0815
H -1.86122 0.61417 -4.47577 0.1955
N -3.19670 4.51732 -2.60714 -0.3074
H -2.54555 1.07592 -0.79673 -0.0585
H -0.35252 -4.59811 5.42359 0.1424
N 2.86627 3.25427 -2.79620 -0.1863
H -1.25971 4.11319 -1.24907 0.0827
H -4.24072 -7.24678 0.62989 0.1846
N 3.03151 -3.03015 4.14892 -0.4435
H 1.98784 4.69606 -5.57039 0.2063
N 0.70063 -5.66522 0.85134 -0.2636
N -3.65973 3.20624 1.29689 -0.3558
C 0.31073 0.01083 0.22311 -0.0783
H 3.91405 -2.17307 1.23839 0.0525
H 2.42895 3.10631 -1.89864 0.1143
O 0.30590 1.02688 -3.50047 -0.4996
N -0.40672 2.55036 3.34254 0.0595
O 3.75679 -0.92899 -0.49786 -0.5620
H 0.22028 1.76679 3.32858 0.2067
H -3.01738 -3.35978 0.77726 0.1168
C -3.41204 -0.50018 -2.90370 0.5358
H -0.01878 4.79155 0.48566 0.0555
O 5.21564 0.66962 3.14744 -0.7497
N -0.23957 -1.22816 -0.06894 0.2937
N -3.58509 -6.50343 0.49880 -0.3175
N 1.10502 0.68589 -5.60500 -0.4084
H 3.92919 -0.11285 -2.85296 0.3193
O 1.74030 5.19194 -3.09285 -0.7404
H -0.08771 -7.51957 -1.64263 0.2483
H 2.82241 0.14201 4.24393 0.2275
H 3.55537 4.11313 2.11193 0.2500
N 2.36801 4.02709 -4.92789 -0.3765
N -0.59543 3.04078 5.57541 -0.3945
H 0.83375 -6.47057 1.42966 0.2148
N -3.82206 0.72372 -3.39218 -0.4965
N 2.22013 -2.39007 -1.41436 -0.2615
H -4.64565 3.03331 1.36262 0.1628
```

* total charge: 0
* highest occupied orbital energy: -8.795 eV

=====

Most stable to least stable: entry 1, entry 2